Entry 1:
{"formula": "C19H20N4OZr", "method": "the ωB97M-V functional and the def2-TZVPD basis", "elements": ["Zr", "C", "C", "C", "C", "C", "C", "C", "N", "N", "C", "C", "C", "C", "C", "C", "N", "C", "C", "C", "C", "C", "C", "N", "H", "H", "H", "H", "H", "H", "H", "H", "H", "H", "H", "H", "H", "H", "H", "H", "H", "H", "H", "H", "O"], "positions_angstrom": [[-0.2438, -0.2429, -0.9072], [0.8972, -0.3561, 1.9360], [1.6916, -1.5361, 1.3963], [2.4521, -1.3240, 0.1011], [3.5167, -2.1629, -0.1884], [4.2105, -1.9821, -1.3699], [3.8301, -0.9557, -2.2307], [2.7509, -0.1774, -1.8859], [2.0583, -0.3627, -0.7443], [-0.4249, -0.0799, 1.2546], [-1.5075, -1.0653, 1.5888], [-2.5165, -1.2876, 0.4678], [-3.3685, -2.3641, 0.6016], [-4.3238, -2.5386, -0.3859], [-4.3733, -1.6372, -1.4505], [-3.4587, -0.6106, -1.5080], [-2.5257, -0.4196, -0.5494], [-0.8811, 1.3320, 1.5168], [-0.2419, 2.3825, 0.6158], [0.1649, 3.5989, 1.1279], [0.6400, 4.5888, 0.2790], [0.6948, 4.3358, -1.0783], [0.2744, 3.0995, -1.5301], [-0.1904, 2.1449, -0.7156], [1.4662, 0.5667, 1.8097], [0.6996, -0.5008, 2.9992], [1.0694, -2.4274, 1.2820], [2.4249, -1.7766, 2.1675], [3.7864, -2.9387, 0.5143], [5.0436, -2.6242, -1.6215], [4.3577, -0.7660, -3.1538], [2.4312, 0.6305, -2.5372], [-2.0693, -0.7112, 2.4581], [-1.0354, -2.0147, 1.8285], [-3.2746, -3.0396, 1.4396], [-5.0189, -3.3658, -0.3381], [-5.1076, -1.7359, -2.2364], [-3.4698, 0.0966, -2.3279], [-0.6887, 1.6165, 2.5518], [-1.9580, 1.3344, 1.3478], [0.1005, 3.7727, 2.1942], [0.9578, 5.5418, 0.6792], [1.0505, 5.0740, -1.7822], [0.2950, 2.8771, -2.5908], [-0.1857, -1.9894, -1.0255]], "forces_ev_per_a": [[0.2, -1.3, -1.5], [-0.4, 0.3, -0.2], [0.1, 0.0, -0.1], [-0.1, -0.2, 0.4], [0.1, 0.2, -0.1], [0.0, 0.0, -0.1], [0.0, 0.0, 0.0], [0.1, 0.0, 0.0], [0.0, 0.1, 0.1], [-0.1, 0.2, 0.4], [0.1, 0.2, 0.0], [0.5, 0.0, 1.0], [-0.4, 0.2, -0.5], [0.0, 0.0, -0.1], [0.0, 0.0, 0.1], [0.0, 0.1, 0.0], [-0.3, -0.3, 0.0], [0.1, -0.1, -0.2], [-0.1, 0.2, -0.3], [0.0, -0.1, 0.4], [0.0, 0.0, 0.0], [0.0, 0.0, -0.1], [0.0, 0.1, 0.0], [0.1, 0.1, 0.2], [0.1, 0.0, 0.1], [0.0, 0.0, 0.0], [0.0, 0.0, 0.0], [0.0, -0.1, 0.0], [0.0, 0.0, 0.0], [0.0, 0.0, 0.0], [0.0, 0.0, 0.0], [-0.1, 0.0, 0.0], [0.2, -0.1, 0.2], [0.0, 0.0, 0.0], [0.0, 0.0, 0.0], [0.0, 0.0, 0.0], [0.0, 0.0, 0.0], [0.0, 0.0, 0.0], [-0.1, -0.2, 0.1], [0.0, 0.2, 0.0], [0.0, 0.0, 0.0], [0.0, 0.0, 0.0], [0.0, 0.0, 0.0], [0.0, -0.1, 0.0], [0.0, 0.3, -0.2]], "e_above_lowest_ev": 0.000, "multiplicity": 1, "total_charge": 2, "orbital_gap_ev": 9.232}


Entry 2:
{"formula": "C4H2N2O4", "method": "the ωB97M-V functional and the def2-TZVPD basis", "elements": ["C", "C", "C", "C", "N", "N", "O", "O", "O", "O", "H", "H"], "positions_angstrom": [[2.5358, 2.3243, -0.7700], [1.8897, 1.1245, -0.3656], [1.8910, -1.3827, 0.6474], [0.0419, -0.0840, -0.0191], [3.1248, 3.2139, -1.2224], [3.1251, -1.6372, 0.6218], [4.2829, -1.5950, 0.9179], [1.8122, -2.1817, 1.6919], [0.6153, 1.2139, -0.3468], [0.8187, -1.1283, -0.2880], [-0.2743, 0.0137, 1.0139], [-0.8679, -0.0678, -0.6683]], "forces_ev_per_a": [[-0.1, 1.2, -0.6], [0.9, 0.0, 0.2], [-1.9, -2.3, 1.6], [-3.1, 1.5, 0.1], [-0.2, -0.6, 0.4], [2.9, 0.9, -2.8], [-1.2, 0.4, -0.1], [-2.5, 1.2, -0.3], [0.9, 0.1, -0.2], [3.3, -1.6, 1.0], [0.1, -0.2, 0.3], [0.8, -0.6, 0.5]], "e_above_lowest_ev": 4.919, "multiplicity": 1, "orbital_gap_ev": 7.885}


Entry 3:
{"formula": "C30H41N3O4P2SiSr", "method": "the ωB97M-V functional and the def2-TZVPD basis", "elements": ["Sr", "C", "P", "C", "N", "C", "C", "C", "C", "C", "C", "N", "C", "P", "C", "C", "C", "C", "C", "C", "C", "C", "C", "H", "H", "H", "H", "H", "H", "H", "H", "H", "H", "H", "H", "H", "H", "H", "H", "H", "H", "H", "H", "H", "H", "H", "H", "H", "H", "H", "H", "C", "Si", "C", "C", "C", "C", "H", "H", "H", "H", "H", "H", "H", "H", "H", "O", "C", "O", "C", "C", "C", "C", "C", "C", "N", "O", "O", "H", "H", "H", "H"], "positions_angstrom": [[0.7951, 1.0722, 0.6405], [-2.1137, -0.8121, -2.0350], [-0.2668, -0.9232, -1.6266], [0.0621, -2.6124, -1.1209], [-0.5065, -3.5295, -1.9154], [-0.2533, -4.8751, -1.6243], [-0.8320, -5.8475, -2.4323], [-0.3822, -7.1381, -2.4059], [0.6579, -7.5136, -1.5011], [1.2254, -6.5176, -0.7105], [0.7585, -5.2406, -0.7207], [1.3930, -4.2863, 0.0800], [0.9036, -3.0160, -0.0264], [1.2987, -1.9567, 1.3944], [2.9729, -2.5948, 1.9920], [0.0449, -2.3909, 2.6463], [-0.4143, -3.8442, 2.4451], [0.6181, -2.2082, 4.0828], [-1.0662, -1.3561, 2.5347], [0.6751, -0.9364, -3.3062], [1.8892, -1.8564, -3.1006], [-0.3559, -1.5341, -4.2478], [1.1100, 0.4645, -3.6661], [-2.7196, -1.7121, -2.4076], [-2.2017, 0.0318, -2.6959], [-2.4048, -0.4586, -1.0660], [-1.6126, -5.5264, -3.1909], [-0.7582, -7.9247, -3.1255], [1.0720, -8.5320, -1.4822], [1.8153, -6.7850, 0.1155], [3.0241, -3.6538, 2.2276], [3.4332, -2.0522, 2.8106], [3.5528, -2.4954, 1.0189], [0.2413, -4.6650, 2.7747], [-0.7650, -4.0171, 1.4277], [-1.3706, -3.8484, 3.0243], [1.3822, -3.0057, 4.2962], [-0.2885, -2.3785, 4.7002], [1.0292, -1.1819, 4.2671], [-1.6173, -1.4678, 1.5396], [-0.7504, -0.0935, 2.7940], [-1.7166, -1.4989, 3.3847], [1.6280, -2.9037, -3.2482], [2.4334, -1.6670, -2.1689], [2.6803, -1.5469, -3.8479], [0.1181, -2.0972, -5.0638], [-0.9716, -0.6947, -4.7015], [-1.0243, -2.3105, -3.7696], [1.7677, 0.9052, -2.8915], [0.3332, 1.2294, -3.6975], [1.7347, 0.5440, -4.4945], [0.1488, 5.2301, 3.5499], [1.2591, 3.6779, 3.7158], [1.6415, 3.7324, 5.5062], [2.6251, 3.7379, 2.5001], [0.2601, 2.0999, 3.3076], [-0.3695, 1.0523, 3.2147], [-0.6786, 4.9645, 2.8494], [0.7182, 6.0505, 3.1025], [-0.1407, 5.6105, 4.4872], [2.3486, 4.4882, 5.7741], [2.0356, 2.7458, 5.8390], [0.6731, 3.8578, 5.9897], [3.3605, 4.4239, 2.9555], [2.4418, 4.1028, 1.4741], [3.1102, 2.7468, 2.3780], [-1.2607, 1.9124, -0.2950], [-0.7819, 2.9709, -0.8055], [0.4827, 3.2231, -0.7430], [-1.7163, 3.9932, -1.4336], [-3.1415, 3.7259, -1.5137], [-4.0229, 4.6841, -1.9337], [-3.6074, 5.9938, -2.1468], [-2.2441, 6.1983, -2.0931], [-1.2482, 5.2825, -1.7009], [-1.8103, 7.4010, -2.6520], [-2.6582, 8.0654, -3.3250], [-0.6246, 7.7607, -2.4831], [-3.5058, 2.6942, -1.2980], [-5.0793, 4.4693, -1.9041], [-4.2644, 6.7366, -2.4952], [-0.2090, 5.6269, -1.7265]], "forces_ev_per_a": [[-0.5, 0.2, 0.3], [0.8, -1.3, 0.2], [0.0, 1.4, -0.5], [-1.1, -2.5, -0.6], [0.5, -0.9, 1.9], [0.3, 2.1, -0.5], [-1.5, -0.1, -1.8], [0.4, -1.6, -0.4], [0.3, 1.0, -0.2], [-1.1, -3.0, -0.1], [0.6, 3.1, 0.0], [-2.3, 1.3, -0.9], [1.3, -2.6, 0.1], [1.8, 1.4, 0.7], [-0.1, -0.4, -2.2], [0.3, -0.2, 0.4], [-1.8, 0.3, 0.9], [0.3, -0.6, -0.4], [-0.3, -0.7, -2.4], [-0.8, -0.8, 1.3], [1.2, 1.1, -1.3], [-1.0, -0.2, -1.3], [-0.2, 1.1, 2.4], [1.3, 1.3, 0.7], [-0.1, 0.3, -0.4], [-1.0, 0.0, 0.5], [1.1, -0.4, 1.1], [0.2, 1.2, 1.0], [-0.4, 0.5, 0.1], [1.4, -0.3, 0.6], [-0.4, -0.2, 0.0], [-0.2, 0.5, -0.2], [-0.1, 0.0, 1.3], [0.0, 0.4, -0.1], [0.2, -0.1, 0.0], [0.7, -0.5, -0.1], [-0.6, 0.8, 0.0], [0.8, 0.2, 0.1], [-0.4, -0.9, -0.1], [0.2, -0.1, 1.1], [-0.4, -2.3, -0.5], [-0.8, -0.1, 0.1], [0.2, 0.1, 0.2], [-0.4, -0.3, 0.3], [-0.9, -0.6, 0.3], [0.1, 0.4, -0.1], [0.5, -1.2, 0.5], [0.8, 1.1, -0.5], [-0.1, -0.5, 0.2], [-0.4, -0.3, -0.4], [0.7, -0.2, -2.0], [0.7, -1.0, -2.2], [-2.7, 0.0, -0.6], [0.4, -2.1, 0.3], [1.4, -0.1, -0.6], [1.2, 1.6, 0.5], [0.6, 2.8, 0.8], [0.3, 0.5, 0.8], [0.0, -0.1, -0.3], [-0.9, 0.1, 1.2], [0.3, 0.6, 0.3], [-0.1, 0.6, 0.0], [0.1, 0.2, 0.2], [0.1, -0.3, -0.4], [-0.4, 0.0, 0.5], [0.0, 0.4, 0.3], [-0.4, 0.8, -0.6], [1.3, -0.3, 0.4], [-1.5, -0.2, -0.2], [-1.0, 0.1, 0.9], [2.0, -1.3, -0.1], [-0.7, 0.6, 1.0], [0.9, -2.1, -0.1], [0.1, -1.0, 0.3], [-1.3, -0.3, -0.5], [0.9, 4.2, -1.7], [2.3, -1.2, 1.5], [-2.2, -0.5, -0.4], [0.5, 1.0, 0.0], [-0.1, -0.1, -0.3], [-0.6, 0.8, -0.2], [-0.5, -0.6, 0.2]], "e_above_lowest_ev": 3.395, "multiplicity": 1, "orbital_gap_ev": 5.464}